Formula: C26H31N3O4PSSiW
Source: the OMol25 dataset
Level of theory: the ωB97M-V functional and the def2-TZVPD basis

XYZ file:
```
68
Properties=species:S:1:pos:R:3:forces:R:3
W 0.93652 0.72890 -0.14925 0.280 -0.115 1.027
N -0.25483 2.39463 0.81657 -0.045 0.102 0.111
C -1.01243 2.17356 2.07312 0.110 -0.140 -0.117
C -1.28487 3.22322 2.92180 0.018 0.081 0.077
C -1.99811 2.95944 4.08893 0.015 -0.030 -0.033
C -2.42191 1.66961 4.38517 0.001 0.023 -0.007
C -2.14591 0.62472 3.51521 -0.041 -0.063 0.056
C -1.43644 0.88478 2.34779 0.103 0.069 -0.094
P -1.09768 -0.33969 1.09414 -0.015 0.185 -0.208
C -0.83134 -1.92785 1.83891 0.052 0.008 0.001
C -1.82140 -2.91024 1.84065 0.013 0.020 -0.030
C -1.59217 -4.09596 2.52315 0.032 -0.044 0.052
C -0.39444 -4.29315 3.19825 -0.061 0.001 -0.013
C 0.58572 -3.30422 3.20807 0.047 0.056 -0.007
C 0.37188 -2.11759 2.52953 -0.033 -0.039 -0.009
C -2.45297 -0.31273 -0.09964 0.076 0.061 0.155
C -2.69295 -1.37435 -0.98177 0.055 -0.072 -0.020
C -3.75552 -1.30962 -1.86436 -0.052 0.022 -0.041
C -4.58589 -0.19204 -1.88573 0.072 -0.006 0.056
C -4.35573 0.86267 -1.01044 -0.017 -0.020 -0.043
C -3.29600 0.80664 -0.11975 -0.005 0.042 -0.025
H -0.85186 2.90602 0.16110 0.001 -0.130 0.009
H 0.49764 3.04398 1.06719 -0.023 0.009 -0.156
H -0.94513 4.22886 2.70231 -0.009 0.000 0.013
H -2.21308 3.76792 4.77453 0.004 0.007 -0.006
H -2.96553 1.47854 5.30019 0.000 -0.006 -0.001
H -2.47194 -0.38221 3.74489 -0.003 0.007 0.009
H -2.76488 -2.75366 1.33343 0.013 -0.001 0.013
H -2.35608 -4.86140 2.53746 0.005 -0.004 0.002
H -0.22755 -5.21635 3.73703 -0.002 -0.007 -0.008
H 1.50302 -3.45475 3.76133 0.001 -0.006 0.007
H 1.11656 -1.32625 2.56702 0.007 -0.033 0.019
H -2.08062 -2.26668 -0.96251 -0.006 0.018 0.021
H -3.95008 -2.14181 -2.52751 -0.009 0.004 -0.001
H -5.42094 -0.15460 -2.57245 -0.006 0.006 0.002
H -5.01460 1.72067 -1.00419 -0.010 -0.008 -0.009
H -3.16213 1.61883 0.58416 0.004 -0.017 0.027
O 4.11404 1.48489 2.18664 -0.063 -0.150 -0.084
C 3.40424 1.17208 1.31028 0.417 0.131 0.093
O 2.03641 1.32509 1.30396 -0.731 0.007 -0.527
C 3.83157 0.58029 -0.06496 0.330 -0.018 0.025
O 4.92730 0.33905 -0.41202 -0.097 0.031 0.088
O 2.71085 0.36386 -0.81696 -0.506 0.064 -0.040
C 0.88192 1.36828 -3.70190 0.081 -0.032 0.053
Si 0.55503 2.37599 -2.17362 0.221 0.199 -0.132
C 2.00136 3.45454 -1.66945 0.095 0.252 -0.039
C -1.11923 3.17569 -2.21953 -0.067 0.050 -0.046
H 0.92089 2.03462 -4.56876 -0.022 0.068 0.025
H 0.09876 0.63169 -3.88542 0.002 -0.003 0.014
H 1.85748 0.88347 -3.62954 -0.014 -0.016 -0.008
H 1.80635 4.50393 -1.91100 -0.085 -0.035 -0.101
H 2.87647 3.14774 -2.24742 0.020 -0.019 0.043
H 2.29747 3.46326 -0.61689 -0.063 -0.081 0.013
H -1.12841 3.72415 -3.17048 -0.002 -0.044 -0.016
H -1.34776 3.93386 -1.46684 0.062 -0.058 0.053
H -1.93235 2.44895 -2.27192 -0.004 0.004 0.028
S 0.55122 -1.32770 -1.18666 -0.185 -0.386 -0.253
C 2.10522 -1.98919 -1.71963 0.062 0.038 -0.075
N 2.54169 -1.93176 -2.95143 0.010 0.050 -0.024
C 3.82900 -2.64765 -3.10444 0.012 -0.041 0.055
C 4.05512 -3.22464 -1.68462 0.019 0.016 -0.068
N 2.89705 -2.68315 -0.93547 -0.043 -0.045 0.066
H 2.07469 -1.43768 -3.69601 -0.010 -0.005 0.011
H 4.60767 -1.94523 -3.39219 -0.008 0.020 0.001
H 3.73835 -3.41766 -3.86615 -0.009 -0.004 -0.003
H 4.98259 -2.87279 -1.24046 -0.003 0.002 0.017
H 4.03388 -4.31162 -1.66428 -0.020 -0.005 0.003
H 2.63480 -2.98016 -0.00714 0.031 0.035 0.001
```
Positions in Å, forces in eV/Å.

Output
Frontier orbital gap in eV: 6.15
Highest occupied orbital energy in eV: -17.554
E in eV: -69928.6575
Total charge: +3
ΔE to the lowest compared entry with this formula, charge and spin in eV: 0.000
Lowest unoccupied orbital energy in hartree: -0.4191

Results of the natural (NBO) charge analysis, in e, for atoms 1 through 4:
1 W 1.39
2 N -0.84
3 C 0.13
4 C -0.21